{"formula": "C11H22BeN6O5", "method": "ωB97M-V with the def2-TZVPD basis set", "total_charge": 0, "e_homo_ev": [-5.29, -4.01], "orbital_gap_ha": [0.2056, 0.1602], "elements": ["O", "H", "Be", "N", "N", "O", "O", "C", "C", "C", "C", "H", "H", "H", "H", "H", "H", "H", "H", "O", "H", "H", "C", "H", "H", "H", "O", "H", "H", "N", "C", "C", "N", "C", "C", "N", "C", "C", "N", "H", "H", "H", "H", "H", "H"], "xyz": [[-2.615569, 2.408684, -1.242705], [-2.808699, 3.352550, -1.298575], [-0.365613, -0.119374, -0.265544], [0.465041, -1.529880, -0.761815], [-0.306162, 0.397905, -1.893074], [0.644529, -2.677813, 0.007138], [-0.530296, 1.646732, -2.461570], [0.631380, -1.676132, -2.080143], [0.233140, -0.490108, -2.741425], [1.075861, -2.935152, -2.723062], [0.368360, -0.195448, -4.183743], [0.900153, -3.761820, -2.026596], [2.145587, -2.899610, -2.974868], [0.511494, -3.108180, -3.650437], [0.511228, 0.873552, -4.361069], [-0.509190, -0.509207, -4.762612], [1.222858, -0.746970, -4.583287], [0.758391, -2.259297, 0.960615], [-1.390281, 1.960227, -2.011046], [2.661456, 0.659328, 0.034008], [2.857196, -0.295368, 0.012663], [3.327291, 1.053007, -0.563865], [-3.716581, 1.666945, -0.705340], [-3.706270, 1.768233, 0.387278], [-3.607603, 0.615878, -0.989396], [-4.674100, 2.032474, -1.099557], [-1.848219, -0.862218, 0.345637], [-1.870009, -1.833126, 0.234469], [-2.029584, -0.667744, 1.286886], [0.078037, 2.049062, 2.900299], [-0.341890, 3.022310, 2.011388], [-0.466540, 2.400838, 0.810441], [-0.184359, 1.052053, 0.963067], [0.174418, 0.858335, 2.245949], [0.801986, -0.331268, 2.804684], [1.008780, -1.551939, 2.276124], [1.808438, -2.255837, 3.141472], [2.074346, -1.476936, 4.239244], [1.436450, -0.273586, 4.016217], [0.245412, 2.209238, 3.892879], [-0.487536, 4.051918, 2.283490], [-0.723664, 2.806003, -0.153691], [2.143396, -3.254731, 2.900254], [2.656079, -1.687159, 5.115761], [1.440856, 0.513629, 4.663457]], "atomic_forces_ev_per_a": [[-0.932, 0.227, -0.057], [-0.155, -0.238, 0.131], [0.757, 0.311, -0.466], [0.113, -0.552, 0.338], [-0.203, -0.196, 0.121], [-0.114, 0.123, 0.355], [-1.133, 0.777, 0.482], [-0.357, 0.941, 0.336], [-0.257, 0.080, 0.624], [0.036, -0.272, -0.183], [0.356, -0.171, -0.587], [0.134, 0.109, -0.261], [-0.186, -0.118, 0.052], [0.209, -0.010, 0.217], [0.016, -0.241, 0.072], [-0.018, 0.055, 0.117], [-0.038, 0.085, -0.092], [-0.048, -0.220, -0.670], [1.525, -0.652, -0.949], [0.855, -0.169, -0.451], [-0.276, 0.477, 0.035], [-0.543, -0.290, 0.438], [-0.214, 0.228, 0.119], [-0.086, -0.160, -0.173], [0.188, 0.327, 0.072], [0.233, -0.038, 0.077], [-0.645, -0.573, 0.416], [0.206, 0.471, 0.094], [0.275, -0.105, -0.515], [0.292, 0.953, 1.974], [-0.083, 0.143, -0.880], [0.100, -0.057, 0.536], [-0.330, -0.142, -1.704], [1.053, -2.981, 0.932], [-0.891, 1.930, -0.754], [-0.143, -0.049, -0.573], [-0.063, 0.938, 0.723], [0.158, -1.050, -0.504], [0.161, 0.740, 1.310], [-0.187, -0.155, -0.827], [0.069, -0.026, 0.076], [0.127, -0.041, 0.300], [-0.057, 0.112, 0.138], [0.004, 0.090, 0.116], [0.091, -0.610, -0.555]]}